Entry 1:
DFT (ωB97M-V with the def2-TZVPD basis set) results for C28H81BN7O7Pb as an isolated structure in a non-equilibrium geometry.

Each line ends with the Mulliken charge.
CARTESIAN COORDINATES (ANGSTROEM)
Pb (-1.2930, 1.3258, 0.8255)  1.518
O (-0.5510, -4.0737, 2.1534)  0.100
O (-2.8297, 0.1854, 2.5423)  0.125
O (4.9108, 0.6757, -0.8238)  -0.336
O (0.6200, 3.1435, 0.4335)  -0.399
O (-3.3652, 2.7596, 0.7468)  0.043
O (-1.4490, -3.6538, -6.9757)  -0.350
O (1.0167, 2.1741, 4.7161)  -0.294
N (7.4212, 1.7444, -3.4262)  -0.726
N (1.0256, 0.7026, 2.2192)  0.610
N (-1.9206, 1.9079, -1.6525)  -0.484
N (2.5082, -4.5664, 0.2146)  -0.743
N (-2.9410, -0.6914, -0.2497)  -0.182
N (0.8774, -1.7617, -4.7897)  -0.725
N (-1.0082, 3.0226, 2.8711)  0.100
C (6.7162, 2.8596, -1.4559)  -1.227
C (-3.8549, 1.9930, -2.9289)  -1.692
C (-3.4649, -1.4603, 0.8994)  0.527
C (1.5884, 0.8290, 4.6276)  -1.098
C (-1.4224, -1.4918, -4.6939)  -1.270
C (-3.5344, -2.9206, 0.4898)  -1.614
C (-4.0952, 2.3519, -0.4673)  -1.015
C (-0.3304, -2.4816, -5.1208)  0.883
C (5.3774, 0.9943, -2.1743)  -0.915
C (1.0754, -1.4180, 3.4507)  -1.567
C (-1.5538, -3.8508, -8.3530)  -0.717
C (0.7286, 4.1699, 1.4179)  -1.231
C (-0.5706, 4.2345, 2.2016)  0.642
C (3.6804, 0.0066, -0.7513)  -0.663
C (1.2210, -3.9898, 0.6171)  2.547
C (-0.2615, -2.9236, -6.5774)  -1.012
C (-1.3188, -4.7541, 3.1868)  -0.917
C (0.8208, 0.0794, 3.5291)  1.671
C (-0.4790, 5.3595, 3.2531)  -1.559
C (-2.6847, -1.1902, 2.1765)  -1.112
C (1.8282, 2.9750, -0.3691)  -1.237
C (0.2667, -4.5581, -0.4734)  -1.355
C (-4.2109, 3.2951, 1.8191)  -0.985
C (-3.3292, 0.3929, 3.8277)  -1.264
C (6.8101, 1.5203, -2.0453)  0.495
C (0.7414, 2.6213, 6.0769)  -0.954
C (-3.1704, 2.5996, -1.7024)  0.511
C (0.7815, -4.5391, 1.9946)  -1.170
B (0.0970, -0.6633, -0.4791)  5.916
H (-0.7657, -4.2196, -0.3857)  0.008
H (-2.1506, -4.1124, 3.4771)  0.140
H (-1.9558, -2.9445, -8.8059)  0.290
H (-2.0515, -1.1001, -0.4986)  -0.755
H (-0.0509, 2.0976, 6.6119)  0.383
H (3.4375, -0.3698, 0.2424)  0.178
H (5.3187, 0.0561, -2.7260)  0.406
H (-0.2190, 0.1433, 3.8498)  -0.642
H (7.7455, 3.0658, -1.1622)  0.348
H (0.5076, -3.6538, -6.8292)  0.478
H (-0.8371, -0.6511, -1.0191)  -1.193
H (-4.8720, 2.3822, -2.8839)  0.461
H (-3.6547, 3.4190, 2.7484)  0.141
H (3.1700, -4.4291, 0.9650)  0.293
H (0.7188, -1.4467, -3.8433)  0.136
H (0.3393, 3.6248, 5.9380)  0.274
H (1.9713, 1.0571, 2.2177)  0.300
H (6.0920, 2.9209, -0.5645)  0.288
H (-3.4831, 2.2904, -3.9095)  0.379
H (1.6836, 2.2609, -1.1799)  0.103
H (2.0279, -1.6571, 2.9778)  0.336
H (6.2939, 3.5467, -2.1892)  0.324
H (-1.2811, 2.5782, -2.0548)  0.257
H (-1.3036, -0.9499, -3.7556)  0.071
H (-3.0617, -1.8276, 2.9763)  0.811
H (4.8147, 1.6576, -2.8313)  0.298
H (-5.0085, 2.9196, -0.6455)  0.612
H (0.2490, -5.6475, -0.5030)  0.377
H (-1.4616, 5.7559, 3.5090)  0.399
H (-3.8057, -3.0467, -0.5583)  0.490
H (2.6128, 0.8474, 4.2555)  0.352
H (2.8633, 0.6170, -1.1357)  0.070
H (-0.1457, 2.6415, 3.2331)  -0.398
H (-3.6310, -0.8131, -0.9772)  0.257
H (-4.4116, -0.9610, 1.1058)  0.433
H (-2.3373, -2.0774, -4.6045)  0.359
H (1.1766, -2.9007, 0.6086)  -1.485
H (-1.4077, -0.6395, -5.3733)  0.387
H (-2.6502, -3.5577, 0.5120)  -0.042
H (0.0019, -0.9000, 0.5694)  -1.877
H (8.3904, 1.7935, -3.1460)  0.272
H (1.5839, 0.4193, 5.6377)  0.511
H (-0.5775, -4.0811, -8.7795)  0.307
H (3.6724, -0.9196, -1.3260)  0.475
H (2.7814, 2.7895, 0.1260)  0.391
H (-2.3316, -4.5928, -8.5336)  0.234
H (-4.9492, 2.5126, 1.9943)  0.398
H (0.3221, -1.8975, 2.8256)  0.104
H (0.9878, -1.9382, 4.4046)  0.475
H (-4.4774, 1.3312, -0.4838)  0.228
H (1.4107, -4.0421, 2.7330)  0.329
H (-0.4392, -3.3543, -4.4769)  0.194
H (-4.3926, 0.1541, 3.8399)  0.352
H (-4.7156, 4.2497, 1.6701)  0.306
H (-2.9139, 3.6544, -1.8011)  0.454
H (-4.0452, 0.9256, -2.8174)  0.370
H (0.4483, 0.3535, -0.3953)  -1.205
H (0.9829, -5.6104, 1.9958)  0.523
H (1.9774, 3.9593, -0.8130)  0.533
H (1.6126, 2.6878, 6.7286)  0.330
H (-0.8120, -4.8896, 4.1422)  0.315
H (2.2966, -5.5537, 0.2375)  0.361
H (7.4255, 0.9803, -4.0866)  0.235
H (0.3791, -4.2573, -1.5150)  0.536
H (0.0577, 6.2216, 2.8571)  0.478
H (-1.6226, 3.2327, 3.6447)  0.290
H (-1.8683, 1.2006, -2.3715)  -0.163
H (0.9991, -0.0471, 1.5429)  -0.794
H (-0.0004, -2.0976, -7.2389)  0.350
H (7.3854, 0.8044, -1.4583)  0.341
H (-1.5396, -5.6782, 2.6527)  0.337
H (-2.6801, -0.1242, 4.5344)  0.429
H (0.1350, 5.0379, 4.0944)  0.193
H (-1.3936, 4.4699, 1.5267)  0.138
H (0.8737, -1.2076, -0.9933)  -0.310
H (-4.3828, -3.4242, 0.9532)  0.449
H (-1.6531, -1.5258, 2.0713)  -0.288
H (1.0028, -0.8459, -5.1967)  0.312
H (-3.3715, 1.4283, 4.1658)  0.263
H (1.5722, 3.8768, 2.0428)  0.401
H (0.9167, 5.0926, 0.8690)  0.620

The molecular weight is 846.01 g mol⁻¹. The calculation puts the gap between HOMO and LUMO at 8.60 eV. Its LUMO energy is -1.887 eV. Its total charge is +1. The HOMO energy is -0.3855 Ha.

=====

Entry 2:
DFT (ωB97M-V with the def2-TZVPD basis set) results for a 13-piece molecular cluster, C6H31NO12 overall in a non-equilibrium geometry.

Each line ends with the natural charge from an NBO analysis.
CARTESIAN COORDINATES (ANGSTROEM)
O (1.7974, 1.3891, 3.6367)  -0.973
O (0.3808, 1.0105, 1.3023)  -0.986
O (2.8021, 3.3359, -0.1810)  -0.987
O (-3.7138, 3.4312, -1.4883)  -0.948
O (2.4936, -0.7989, 1.0822)  -0.991
O (1.0347, 1.1249, -1.9101)  -0.956
O (3.5019, -0.1179, -1.2767)  -0.983
O (2.9124, -3.0026, -1.9085)  -0.939
O (2.4321, 3.3225, -2.9208)  -0.925
O (-1.8838, -0.2678, 3.5762)  -0.956
O (1.1031, -3.5957, 1.5220)  -0.959
O (0.1257, -2.6583, -4.7717)  -0.934
N (-0.5794, -1.7868, -0.3236)  -0.875
C (-3.8775, -1.2404, 1.1887)  -0.181
C (-2.7341, -1.8486, 0.7024)  -0.268
C (-1.7826, -1.0774, 0.0271)  0.226
C (-4.1045, 0.1269, 1.0424)  -0.242
C (-1.9675, 0.2795, -0.1067)  -0.319
C (-3.1391, 0.8599, 0.3780)  -0.202
H (-3.1532, 1.9444, 0.3612)  0.224
H (0.7852, -2.7277, 1.2392)  0.481
H (3.2612, 2.5092, -0.0141)  0.494
H (0.0715, -1.0729, -0.6460)  0.384
H (3.9821, -0.3825, -0.4846)  0.491
H (-5.0445, 0.5456, 1.3634)  0.217
H (-3.5998, 3.7622, -2.3817)  0.475
H (3.4888, -2.3712, -1.4654)  0.484
H (0.3902, -4.1822, 1.2639)  0.471
H (-0.1471, 1.7290, 0.9621)  0.496
H (-0.7452, -2.4188, -1.0973)  0.371
H (-2.6250, -2.9002, 0.9327)  0.216
H (2.3976, -1.5588, 1.6675)  0.489
H (2.0236, -2.6564, -1.8733)  0.452
H (2.1834, -0.0439, 1.5966)  0.501
H (2.5826, -0.2459, -1.0174)  0.489
H (-0.7259, -2.8937, -4.3958)  0.466
H (1.8238, 0.8494, -2.3857)  0.486
H (0.7486, -2.5619, -4.0488)  0.469
H (-1.3120, 0.9424, -0.6485)  0.234
H (1.8294, 3.5948, -2.2246)  0.466
H (1.3159, 1.8341, -1.3278)  0.474
H (1.1629, 1.3939, 4.3579)  0.472
H (3.0067, 2.7240, -2.4372)  0.461
H (1.3204, 1.7060, 2.8540)  0.490
H (-2.6467, 0.0591, 4.0245)  0.479
H (-3.9686, 2.5069, -1.5702)  0.475
H (-4.5709, -1.7485, 1.8518)  0.209
H (-1.5516, -1.0633, 3.9964)  0.479
H (-0.0941, 0.2100, 1.5341)  0.506
H (3.0092, 4.0309, 0.4425)  0.495

The molecular weight is 309.31 g mol⁻¹. The calculation puts the gap between HOMO and LUMO at 9.15 eV. Its LUMO energy is -0.023 eV. Its total charge is 0. The HOMO energy is -0.3370 Ha.

=====

Entry 3:
DFT (ωB97M-V with the def2-TZVPD basis set) results for C10H16Cl4O6 as an isolated structure in a non-equilibrium geometry.

Each line ends with the natural charge from an NBO analysis.
CARTESIAN COORDINATES (ANGSTROEM)
Cl (1.7698, 1.3377, 0.5704)  0.091
Cl (-1.9842, -2.8274, 0.6109)  0.008
Cl (-4.1489, -0.6887, -0.7391)  -0.076
Cl (-0.2760, 3.4077, 2.4857)  -0.059
O (1.3740, 2.4617, -0.9416)  -0.515
O (-0.7307, 1.6462, -0.2877)  -0.597
O (-0.9413, -0.5542, 1.7897)  -0.503
O (0.8145, -1.9253, 1.2571)  -0.478
O (0.4944, -0.9961, 3.4678)  -0.630
O (0.6147, 0.4791, -1.6319)  -0.523
C (1.6051, 0.8527, -2.6065)  -0.101
C (0.2428, -1.1311, 2.2432)  0.997
C (-0.8425, -0.5138, 0.3728)  -0.264
C (0.3555, 1.5635, -0.8650)  0.973
C (0.1785, -1.5753, 0.0565)  -0.115
C (2.3995, 1.9491, -1.8243)  -0.128
C (1.0055, 0.9268, 2.1269)  -0.501
C (-2.2894, -2.7436, -1.1123)  -0.457
C (0.7521, 2.0842, 3.1363)  -0.381
C (-2.6057, -1.3467, -1.5516)  -0.364
H (-1.5423, -3.2539, -1.7203)  0.230
H (0.0550, 0.5718, 1.7287)  0.280
H (1.5328, 0.0888, 2.5826)  0.264
H (-3.1682, -3.3571, -1.3105)  0.242
H (2.2283, 0.0189, -2.9298)  0.200
H (-0.6694, 0.5405, 0.1574)  0.264
H (1.0234, -1.1828, -0.5093)  0.188
H (-1.7962, -0.6546, -1.3197)  0.226
H (-1.7864, -0.7029, -0.1386)  0.220
H (3.1353, 1.2696, -1.3942)  0.209
H (1.6863, 2.5439, 3.4589)  0.213
H (2.8663, 2.6569, -2.5093)  0.227
H (1.1527, 1.0689, -3.5743)  0.192
H (-2.7569, -1.2698, -2.6284)  0.234
H (0.4211, 1.6735, 4.0902)  0.245
H (-0.1696, -2.4182, -0.5404)  0.187

The molecular weight is 374.04 g mol⁻¹. The calculation puts the gap between HOMO and LUMO at 8.95 eV. Its LUMO energy is 0.205 eV. Its total charge is 0. The HOMO energy is -0.3215 Ha.

=====

Entry 4:
DFT (ωB97M-V with the def2-TZVPD basis set) results for one molecule with the formula C5H9N3S in a non-equilibrium geometry.

Each line ends with the natural charge from an NBO analysis.
CARTESIAN COORDINATES (ANGSTROEM)
S (2.9096, -1.2545, -0.1291)  0.523
N (3.8978, 0.1498, -0.0790)  -0.397
N (0.2275, -0.9267, -0.1692)  -0.428
N (3.1946, 1.1669, 0.0571)  -0.194
C (1.9289, 1.1293, 0.0437)  0.069
C (0.1304, -2.3658, 0.3628)  -0.418
C (1.0992, 2.3664, 0.0255)  -0.634
C (1.4705, -0.3961, -0.2335)  -0.023
C (-0.9914, -0.2181, 0.3128)  -0.424
H (-0.0588, -2.2890, 1.4783)  0.207
H (1.7282, 3.1594, 0.2561)  0.241
H (-1.0454, 0.8381, 0.1962)  0.220
H (0.3206, 2.3843, 0.6991)  0.206
H (0.5385, 2.4499, -0.9490)  0.210
H (-1.3098, -0.4602, 1.3996)  0.199
H (1.0275, -2.8478, -0.0682)  0.219
H (-0.7825, -2.9365, -0.0652)  0.214
H (-1.8457, -0.4923, -0.4363)  0.210

The molecular weight is 143.22 g mol⁻¹. The calculation puts the gap between HOMO and LUMO at 8.47 eV. Its LUMO energy is 0.617 eV. Its total charge is 0. The HOMO energy is -0.2885 Ha.

=====

Entry 5:
DFT (ωB97M-V with the def2-TZVPD basis set) results for a 2-piece molecular cluster, C5H14O overall in a non-equilibrium geometry.

Each line ends with the natural charge from an NBO analysis.
CARTESIAN COORDINATES (ANGSTROEM)
O (-0.3327, 1.6188, 0.1864)  -0.769
C (-2.2189, 0.7321, 1.0561)  -0.639
C (2.6974, -1.2779, -0.6099)  -0.631
C (2.5985, -1.2227, 0.8901)  -0.616
C (-1.3242, 0.6062, -0.1189)  0.084
C (-2.1068, 0.8437, -1.4062)  -0.653
H (0.4143, 1.8563, -0.4524)  0.479
H (-3.2992, 0.7148, 0.8752)  0.204
H (-2.0770, 1.6814, 1.6188)  0.239
H (-2.5559, 1.8716, -1.4303)  0.232
H (1.5001, -1.3275, 1.2069)  0.202
H (-3.1200, 0.3359, -1.3233)  0.218
H (1.7684, -1.7069, -1.0601)  0.201
H (-2.0925, -0.1022, 1.7821)  0.214
H (-0.6805, -0.3575, 0.0035)  0.172
H (-1.4875, 0.4365, -2.2046)  0.219
H (2.9994, -0.3018, 1.3974)  0.212
H (2.7266, -0.3077, -1.0966)  0.211
H (3.4857, -2.0112, -0.7492)  0.217
H (3.1047, -2.0820, 1.4350)  0.204

The molecular weight is 90.17 g mol⁻¹. The calculation puts the gap between HOMO and LUMO at 11.00 eV. Its LUMO energy is 0.863 eV. Its total charge is 0. The HOMO energy is -0.3726 Ha.